[1]
The following is a quantum chemistry calculation of a structure of composition C13H25Cl3N4O2Ta at a distorted geometry, from the Open Molecules 2025 dataset.

As for the total charge: -1. As for the LUMO energy: 2.8 eV. The calculation puts the largest force on an atom at 2.8 eV Å⁻¹. The HOMO energy comes out at -0.17528 hartree.

```
48
Properties=species:S:1:pos:R:3:lowdin_charge:R:1
C 3.01 0.24 1.67 -0.07
C 1.72 1.04 1.54 -0.52
C 1.26 1.66 2.84 -0.04
N 1.09 1.15 0.45 -0.07
Ta -0.30 -0.20 -0.08 1.68
C -0.18 -1.48 1.87 -0.31
C -1.17 -1.22 2.90 -0.90
O -1.11 -0.52 3.87 -0.02
Cl -2.75 -2.09 2.62 0.57
C -1.98 1.00 0.96 -0.29
C -2.15 2.34 0.28 -0.49
C -1.64 3.55 0.94 -0.08
O -3.11 3.23 0.80 -0.10
C 1.18 -1.61 -1.18 -0.31
C 2.17 -1.01 -2.18 -0.76
N 2.78 -2.07 -3.04 0.04
N 3.31 -0.40 -1.50 0.06
N 1.52 -0.03 -3.06 0.05
C -1.86 -1.71 -0.83 -0.80
Cl -1.48 -3.42 -0.63 0.53
C -3.02 -1.44 -1.42 -0.83
C -3.57 -0.07 -1.72 -0.17
Cl -4.13 -2.70 -1.97 0.56
H 3.20 -0.03 2.71 0.07
H 2.94 -0.67 1.07 0.05
H 3.85 0.82 1.29 0.08
H 0.37 2.27 2.69 0.06
H 2.07 2.25 3.27 0.08
H 1.05 0.86 3.55 0.08
H -0.73 0.73 -1.58 -0.06
H -0.35 -2.48 1.47 -0.01
H 0.82 -1.47 2.32 0.06
H -1.69 1.26 1.98 0.04
H -2.96 0.52 0.93 0.03
H -2.05 2.36 -0.80 0.08
H -1.53 3.64 2.02 0.10
H -1.48 4.44 0.34 0.09
H 1.77 -2.17 -0.44 0.04
H 0.58 -2.35 -1.72 -0.01
H 2.10 -2.36 -3.72 0.06
H 2.99 -2.87 -2.46 0.06
H 4.13 -0.52 -2.08 0.06
H 3.14 0.58 -1.30 0.05
H 2.22 0.63 -3.37 0.06
H 1.14 -0.47 -3.89 0.06
H -4.24 -0.13 -2.58 0.05
H -4.17 0.30 -0.88 0.08
H -2.77 0.63 -1.95 0.02
```

[2]
The following is a quantum chemistry calculation of a structure of composition C13H25F3NO4P2Pt at a distorted geometry, from the Open Molecules 2025 dataset.

As for the total charge: +1. The spin multiplicity is 5. The energy above the lowest of the compared OMol25 structures with the same formula, charge and spin comes out at 110.9 kJ/mol. As for the LUMO energy (spin up / spin down): -3.0 / -6.7 eV. The calculation puts the largest force on an atom at 2.7 eV Å⁻¹. The HOMO energy (spin up / spin down) comes out at -0.34511 / -0.47534 hartree.

```
49
Properties=species:S:1:pos:R:3:lowdin_charge:R:1
C 1.02 -1.23 -4.09 0.00
C 1.03 -1.04 -2.71 -0.30
N -0.13 -0.91 -2.01 -0.10
C -1.34 -1.09 -2.60 -0.30
C -1.40 -1.48 -3.94 0.00
C -0.21 -1.54 -4.69 0.00
C 2.33 -1.08 -1.96 -0.26
P 2.18 -0.11 -0.39 0.65
Pt -0.19 -0.28 -0.04 1.06
P -2.48 -0.02 -0.20 0.74
C -2.63 -0.96 -1.79 -0.25
O 2.40 3.91 -4.14 -0.11
O -1.14 2.49 -1.89 -0.10
H 1.96 -1.22 -4.66 0.13
H -2.36 -1.76 -4.35 0.13
H -0.25 -1.83 -5.73 0.12
C 2.88 -1.57 0.51 -0.25
C 3.31 1.26 0.18 -0.20
H -3.41 -0.53 -2.43 0.10
H -3.00 -1.97 -1.56 0.11
H 3.22 -0.75 -2.53 0.11
H 2.46 -2.15 -1.71 0.10
C -3.23 -0.94 1.15 -0.25
C -3.63 1.41 -0.22 -0.23
H 1.56 1.10 -1.10 0.05
H -0.94 3.26 -1.34 0.05
H 3.19 3.76 -3.51 0.07
H 2.74 3.78 -5.05 0.04
H -0.10 -1.71 0.65 -0.02
H -2.07 2.31 -1.51 0.00
H 3.93 -1.66 0.19 0.07
H 2.81 -1.50 1.59 0.04
H 2.37 -2.50 0.20 0.04
H 4.35 0.95 0.09 0.06
H 3.13 2.16 -0.43 0.04
H 3.06 1.48 1.23 0.05
H -4.68 1.14 -0.05 0.06
H -3.31 2.07 0.59 0.07
H -3.73 2.02 -1.13 0.05
H -4.32 -0.94 1.13 0.06
H -2.87 -1.97 1.17 0.05
H -2.91 -0.45 2.06 0.05
F 0.46 2.37 4.54 0.13
C -0.12 1.19 4.17 -0.47
F 0.19 0.27 5.13 0.14
F -1.47 1.38 4.20 0.12
C 0.38 0.71 2.74 -0.50
O 1.54 0.28 2.67 0.04
O -0.49 0.81 1.79 -0.22
```

[3]
The following is a quantum chemistry calculation of a cluster of 2 separate species, C13H25I2NO8P in total at a distorted geometry, from the Open Molecules 2025 dataset.

As for the total charge: +1. As for the LUMO energy: -2.4 eV. The calculation puts the largest force on an atom at 5.6 eV Å⁻¹. The HOMO energy comes out at -0.41512 hartree.

```
50
Properties=species:S:1:pos:R:3:lowdin_charge:R:1
C 1.20 2.46 -1.43 -0.09
C 2.09 1.16 -1.76 -0.29
C 3.35 0.96 -0.77 -0.62
I 4.73 -0.39 -1.78 0.86
C 2.97 0.57 0.73 -0.34
C 3.73 -0.63 1.50 -0.10
C 2.82 -1.97 1.43 -0.74
O 2.13 -2.25 2.45 -0.05
I 2.68 -3.31 -0.26 0.80
O 1.59 0.03 0.65 -0.07
C 0.65 0.73 1.45 -0.39
O -0.41 0.19 1.83 0.12
O 1.17 2.04 1.68 0.02
C 2.62 1.76 1.78 -0.21
P 3.78 3.28 1.79 0.69
O 3.61 4.18 0.56 -0.32
O 5.40 2.77 1.94 -0.14
O 3.28 4.22 3.14 -0.18
H 1.06 3.12 -2.36 0.09
H 1.60 3.12 -0.59 0.06
H 0.14 2.12 -1.11 0.08
H 2.55 1.35 -2.80 0.10
H 1.46 0.20 -1.89 0.10
H 3.88 1.99 -0.73 0.09
H 3.76 -0.36 2.63 0.13
H 4.81 -0.80 1.19 0.10
H 2.68 1.46 2.90 0.16
H 5.43 2.28 2.80 0.09
H 2.98 5.11 2.81 0.10
C -3.92 -0.21 -1.32 0.02
N -4.28 -1.58 -0.78 -0.35
C -5.71 -1.88 -1.16 0.01
C -4.17 -1.57 0.73 0.03
C -3.39 -2.68 -1.40 -0.08
C -1.90 -2.55 -1.10 -0.22
O -1.40 -1.32 -1.60 -0.07
H -4.73 0.48 -1.06 0.11
H -3.01 0.14 -0.84 0.10
H -3.81 -0.28 -2.40 0.12
H -6.35 -1.11 -0.72 0.11
H -5.98 -2.86 -0.78 0.11
H -5.79 -1.85 -2.25 0.11
H -3.15 -1.30 1.01 0.10
H -4.42 -2.56 1.10 0.12
H -4.86 -0.83 1.12 0.12
H -3.56 -2.63 -2.48 0.14
H -3.76 -3.64 -1.02 0.14
H -1.36 -3.37 -1.58 0.13
H -1.71 -2.60 -0.02 0.12
H -0.51 -1.19 -1.24 0.09
```

[4]
The following is a quantum chemistry calculation of a structure of composition C13H26AsN3OPdS at a distorted geometry, from the Open Molecules 2025 dataset.

The spin multiplicity is 3. As for the LUMO energy (spin up / spin down): 0.4 / -0.1 eV. The calculation puts the largest force on an atom at 5.3 eV Å⁻¹. The HOMO energy (spin up / spin down) comes out at -0.18798 / -0.28983 hartree.

```
46
Properties=species:S:1:pos:R:3:lowdin_charge:R:1
Pd 0.00 0.00 0.00 0.45
N -1.73 0.39 -0.95 -0.16
C -1.64 1.66 -1.65 -0.29
C -0.61 1.70 -2.80 -0.20
C 0.86 1.56 -2.36 -0.23
C 1.46 0.15 -2.43 -0.28
N 0.72 -0.84 -1.67 -0.16
H -2.00 -0.38 -1.61 0.11
H -2.48 0.46 -0.23 0.10
H -1.40 2.45 -0.91 0.11
H -2.64 1.90 -2.08 0.12
H -0.71 2.74 -3.20 0.12
H -0.85 1.01 -3.63 0.12
H 0.99 2.02 -1.35 0.10
H 1.48 2.16 -3.07 0.12
H 2.50 0.22 -2.03 0.11
H 1.53 -0.19 -3.49 0.12
H 1.35 -1.64 -1.43 0.06
H -0.07 -1.21 -2.25 0.11
O -2.05 -3.83 1.05 -0.61
S -0.76 -3.12 1.25 0.65
N -0.72 -1.77 0.59 -0.56
C 1.95 -1.43 2.91 -0.29
As 2.19 -0.49 1.20 1.09
C 3.01 -2.01 0.25 -0.32
C 3.77 0.61 1.73 -0.33
C 4.87 -0.12 2.45 -0.32
C 5.09 0.12 3.82 -0.05
C 6.11 -0.55 4.51 -0.08
C 6.93 -1.45 3.83 -0.10
C 6.73 -1.69 2.46 -0.08
C 5.71 -1.02 1.78 -0.07
H 2.90 -1.92 3.23 0.03
H 1.17 -2.21 2.80 -0.03
H 1.64 -0.71 3.69 0.04
H 3.74 -2.54 0.90 0.03
H 3.51 -1.65 -0.67 0.03
H 2.22 -2.73 -0.03 0.01
H 3.35 1.40 2.39 0.07
H 4.19 1.13 0.84 0.08
H 4.46 0.82 4.37 0.11
H 6.26 -0.36 5.56 0.10
H 7.72 -1.97 4.36 0.10
H 7.37 -2.38 1.94 0.10
H 5.59 -1.20 0.72 0.10
H -0.61 0.71 1.41 -0.08
```